1.
ORCA calculation (ωB97M-V/def2-TZVPD) on a structure of composition C22H14CaCl5NO5S2.

XYZ file:
```
50
Properties=species:S:1:pos:R:3:nbo_charge:R:1
Ca -0.59 -0.96 1.13 1.7131
Cl -3.09 1.42 2.99 -0.0221
C -3.27 -0.24 3.52 -0.0657
C -2.40 -1.19 3.02 -0.4339
C -2.61 -2.48 3.48 -0.0623
Cl -1.54 -3.74 2.88 -0.0264
C -3.61 -2.83 4.38 -0.1043
Cl -3.81 -4.48 4.91 -0.0039
C -4.46 -1.84 4.86 -0.0995
Cl -5.71 -2.24 5.99 -0.0003
C -4.29 -0.53 4.43 -0.1038
Cl -5.35 0.71 5.03 -0.0040
S 1.79 -0.56 2.42 -0.6122
C 2.97 -0.58 1.10 -0.1862
C 4.21 0.03 1.34 -0.2501
C 5.21 0.09 0.38 -0.2735
C 4.98 -0.48 -0.87 -0.2723
C 3.77 -1.09 -1.12 -0.1941
C 2.74 -1.17 -0.17 -0.1910
S 1.25 -1.99 -0.64 -0.6146
H 4.37 0.47 2.31 0.2045
H 6.15 0.59 0.61 0.1902
H 5.74 -0.43 -1.65 0.1883
H 3.58 -1.53 -2.09 0.1960
O -2.14 1.74 -1.98 -0.7300
C -1.20 1.46 -1.22 0.7805
O -1.28 0.77 -0.16 -0.8683
C 0.19 1.95 -1.60 -0.1098
C 1.29 1.74 -0.77 -0.1632
C 2.55 2.16 -1.15 -0.1981
C 2.69 2.80 -2.38 0.0678
C 1.62 3.01 -3.23 -0.2402
C 0.37 2.59 -2.83 -0.1870
N 4.02 3.26 -2.79 0.5240
O 4.17 3.59 -3.96 -0.4254
O 4.91 3.30 -1.96 -0.3827
H 1.16 1.23 0.17 0.2487
H 3.41 1.98 -0.53 0.2616
H 1.78 3.50 -4.18 0.2266
H -0.51 2.74 -3.45 0.2324
C -1.95 -1.53 -2.46 -0.7543
C -2.69 -1.59 -1.14 0.6688
C -3.98 -0.84 -1.03 -0.7451
O -2.24 -2.22 -0.20 -0.6482
H -2.28 -2.38 -3.06 0.2203
H -0.88 -1.62 -2.28 0.2790
H -2.19 -0.61 -2.98 0.2412
H -4.67 -1.17 -1.82 0.2084
H -3.75 0.22 -1.20 0.2930
H -4.42 -0.99 -0.05 0.2283
```

Summary:
Gap between HOMO and LUMO: 5.29 eV
Net charge: -2
Maximum force: 0.15 eV/Å
Energy relative to the best compared isomer or geometry (same formula, charge and spin): 0.0 kJ/mol
HOMO level: -1.37 eV

2.
ORCA calculation (ωB97M-V/def2-TZVPD) on a structure of composition C22H14F3N4O4PdSe.

XYZ file:
```
49
Properties=species:S:1:pos:R:3:nbo_charge:R:1
Pd 0.39 -0.25 -1.00 1.3613
O 2.31 -0.17 -1.40 -0.7023
C 3.02 0.92 -1.20 0.4633
C 4.42 0.77 -1.17 -0.2970
C 5.26 1.85 -1.00 -0.1747
C 4.73 3.14 -0.87 -0.2837
C 3.37 3.31 -0.91 -0.1423
C 2.49 2.23 -1.07 -0.2404
C 1.08 2.54 -1.10 0.1355
N 0.14 1.68 -1.17 -0.2786
N -1.17 2.09 -1.16 -0.4263
C -1.98 1.06 -1.05 0.5604
O -1.61 -0.18 -1.00 -0.6769
C -3.44 1.35 -0.98 -0.0328
C -4.33 0.29 -0.91 -0.1788
C -5.69 0.53 -0.84 -0.2238
C -6.17 1.83 -0.85 -0.2095
C -5.28 2.90 -0.90 -0.2305
C -3.92 2.66 -0.97 -0.1816
H 4.81 -0.23 -1.27 0.2234
H 6.33 1.70 -0.97 0.2057
H 5.39 3.99 -0.72 0.2064
H 2.95 4.31 -0.81 0.2017
H 0.78 3.58 -1.06 0.1991
H -3.94 -0.72 -0.90 0.2399
H -6.39 -0.30 -0.78 0.2076
H -7.24 2.02 -0.80 0.2026
H -5.65 3.91 -0.89 0.2041
H -3.21 3.47 -1.01 0.2305
Se -0.68 -3.16 -2.08 0.7749
N 0.47 -2.26 -0.99 -0.8102
C 0.87 -3.11 -0.01 0.1868
C 1.71 -2.79 1.06 -0.2789
C 2.06 -3.77 1.97 -0.2207
C 1.58 -5.08 1.83 -0.2471
C 0.74 -5.42 0.79 -0.2373
C 0.36 -4.45 -0.15 0.0579
N -0.48 -4.69 -1.18 -0.6908
H 2.06 -1.77 1.17 0.2319
H 2.69 -3.52 2.82 0.2004
H 1.86 -5.83 2.56 0.1969
H 0.36 -6.43 0.68 0.2074
F 1.38 0.41 3.55 -0.3259
C 0.05 0.27 3.46 0.8814
F -0.27 -0.90 4.02 -0.3243
F -0.50 1.24 4.22 -0.3267
C -0.49 0.33 2.00 0.6910
O -1.67 0.55 1.87 -0.6281
O 0.43 0.11 1.15 -0.7010
```

Summary:
Gap between HOMO and LUMO (alpha / beta): 5.17 / 5.72 eV
Net charge: -1
Maximum force: 0.57 eV/Å
Energy relative to the best compared isomer or geometry (same formula, charge and spin): 68.8 kJ/mol
HOMO level (alpha / beta): -3.03 / -5.07 eV
2S+1: 3

3.
ORCA calculation (ωB97M-V/def2-TZVPD) on a structure of composition C22H14I3N4O4Rh.

XYZ file:
```
48
Properties=species:S:1:pos:R:3:nbo_charge:R:1
Rh 1.18 6.99 16.33 1.0877
I 1.73 9.60 17.41 0.2592
C 0.07 9.20 18.67 -0.1340
C -0.38 10.22 19.50 -0.2435
C -1.48 10.02 20.34 -0.2158
C -2.11 8.80 20.38 -0.1604
C -1.66 7.71 19.60 -0.0787
C -2.29 6.45 19.68 -0.1708
C -1.82 5.40 18.91 -0.2088
C -0.75 5.58 18.03 -0.2462
C -0.14 6.83 17.85 -0.1010
C -0.55 7.92 18.67 -0.0583
H 0.14 11.18 19.48 0.2269
H -1.83 10.83 20.96 0.2232
H -2.95 8.64 21.05 0.2156
H -3.12 6.30 20.36 0.2163
H -2.24 4.42 19.03 0.2186
H -0.41 4.69 17.51 0.2328
I 4.39 5.52 20.04 0.2173
C 3.53 4.26 18.64 -0.1654
C 3.69 2.89 18.64 -0.2947
C 3.05 2.10 17.66 -0.1060
I 3.36 0.04 17.81 0.1896
C 2.24 2.67 16.64 -0.0386
C 1.55 1.94 15.65 -0.2711
C 0.78 2.67 14.75 -0.2739
C 0.71 4.06 14.81 0.0195
N 1.34 4.80 15.75 -0.5677
C 2.10 4.12 16.66 0.0985
C 2.71 4.92 17.67 0.3123
O 2.48 6.19 17.67 -0.5805
H 4.29 2.41 19.41 0.2410
H 1.66 0.87 15.59 0.2196
H 0.31 2.18 13.92 0.2181
H 0.14 4.62 14.07 0.2025
N -0.24 8.90 14.45 -0.3106
C -1.10 8.92 13.43 -0.0001
C -1.86 7.78 13.51 -0.3327
C -1.39 7.10 14.65 0.0085
N -0.39 7.77 15.19 -0.2879
H 0.42 9.63 14.71 0.4335
H -1.10 9.73 12.72 0.2317
H -2.65 7.46 12.87 0.2394
H -1.76 6.20 15.09 0.2347
O 1.70 6.87 13.86 -0.4858
N 2.91 7.09 14.07 0.7202
O 3.78 7.09 13.22 -0.3928
O 3.19 7.28 15.33 -0.5414
```

Summary:
Gap between HOMO and LUMO (alpha / beta): 5.21 / 6.18 eV
Net charge: 0
Maximum force: 2.37 eV/Å
Energy relative to the best compared isomer or geometry (same formula, charge and spin): 0.0 kJ/mol
HOMO level (alpha / beta): -5.30 / -8.51 eV
2S+1: 5

4.
ORCA calculation (ωB97M-V/def2-TZVPD) on a structure of composition C22H14N5O6Pb.

XYZ file:
```
48
Properties=species:S:1:pos:R:3:nbo_charge:R:1
Pb -0.01 -1.75 -1.53 1.5101
C 4.64 -2.01 -0.81 -0.1542
C 4.81 -2.54 0.45 -0.1239
C 3.68 -2.80 1.22 -0.1519
C 2.42 -2.52 0.71 0.1949
N 2.27 -2.00 -0.53 -0.5377
C 3.34 -1.76 -1.26 0.0919
C 1.18 -2.77 1.46 0.2399
C 1.24 -3.32 2.78 -0.0115
C 0.07 -3.55 3.47 -0.1846
C -1.13 -3.25 2.86 -0.0530
C -1.14 -2.70 1.55 0.2440
N 0.02 -2.48 0.88 -0.5297
C -2.38 -2.35 0.90 0.1520
C -3.63 -2.55 1.51 -0.0899
C -4.79 -2.18 0.84 -0.1502
C -4.67 -1.61 -0.41 -0.1100
C -3.38 -1.44 -0.96 0.1363
N -2.28 -1.79 -0.34 -0.5048
H 5.49 -1.80 -1.45 0.2730
H 5.80 -2.76 0.84 0.2729
H 3.81 -3.22 2.21 0.2439
H 3.18 -1.35 -2.26 0.2261
H 2.18 -3.54 3.24 0.2475
H 0.10 -3.97 4.47 0.2838
H -2.05 -3.42 3.39 0.2563
H -3.72 -3.00 2.48 0.2475
H -5.76 -2.34 1.29 0.2780
H -5.54 -1.30 -0.98 0.2741
H -3.27 -0.99 -1.94 0.2458
O -1.63 0.89 -1.89 -0.5837
C -0.53 1.21 -1.47 0.7365
O 0.38 0.42 -1.02 -0.7997
C -0.25 2.70 -1.38 0.1041
C 0.58 3.23 -0.35 -0.1117
C 0.80 4.57 -0.34 0.0633
C 0.21 5.44 -1.30 0.0799
C -0.62 4.89 -2.28 0.0123
C -0.87 3.56 -2.34 -0.0775
N -1.24 5.81 -3.28 0.5234
O -1.90 5.27 -4.14 -0.3029
O -0.95 6.97 -3.17 -0.2888
N 1.69 5.16 0.70 0.5149
O 2.13 4.38 1.51 -0.3194
O 1.82 6.35 0.66 -0.2760
H 1.04 2.59 0.39 0.2836
H 0.40 6.51 -1.26 0.3202
H -1.52 3.14 -3.10 0.3045
```

Summary:
Gap between HOMO and LUMO (alpha / beta): 4.92 / 5.44 eV
Net charge: +3
Maximum force: 0.52 eV/Å
HOMO level (alpha / beta): -18.42 / -18.54 eV

5.
ORCA calculation (ωB97M-V/def2-TZVPD) on a cluster of 3 separate species, C22H14O7 in total.

XYZ file:
```
43
Properties=species:S:1:pos:R:3:nbo_charge:R:1
O -2.47 3.74 0.26 -0.5363
C -2.31 2.70 -0.55 0.5258
C -3.59 1.96 -1.34 -0.3180
C -3.58 0.45 -1.49 0.2504
O -4.68 -0.23 -2.22 -0.7003
C -2.32 -0.44 -0.85 0.4969
O -2.48 -1.62 -0.23 -0.5072
C -0.83 0.30 -1.00 -0.1254
C 0.57 -0.52 -1.27 -0.1622
C 1.97 0.37 -1.44 -0.2219
C 1.96 2.03 -1.33 -0.1951
C 0.57 2.87 -1.02 -0.2025
C -0.83 1.96 -0.85 -0.1140
H -4.47 2.58 -1.82 0.2619
H -4.55 -0.02 -3.20 0.4939
H 0.53 -1.69 -1.34 0.2777
H 3.00 -0.21 -1.64 0.2471
H 2.94 2.66 -1.49 0.2467
H 0.51 4.05 -0.93 0.2647
C -0.66 -6.08 -2.25 -0.2172
C -0.51 -4.78 -2.55 -0.2225
C 0.77 -4.09 -2.34 0.4866
O 0.91 -2.91 -2.61 -0.5236
C 1.89 -4.88 -1.78 -0.2271
C 1.74 -6.17 -1.47 -0.2160
C 0.45 -6.87 -1.69 0.4650
O 0.31 -8.05 -1.41 -0.4735
H -1.60 -6.60 -2.40 0.2383
H -1.32 -4.19 -2.96 0.2374
H 2.82 -4.36 -1.62 0.2322
H 2.54 -6.77 -1.06 0.2369
C 1.75 3.61 5.23 -0.2238
C 2.48 3.65 4.11 -0.2329
C 1.84 3.78 2.79 0.4843
O 2.51 3.82 1.76 -0.5010
C 0.37 3.85 2.75 -0.2363
C -0.36 3.81 3.87 -0.2160
C 0.28 3.68 5.19 0.4666
O -0.39 3.65 6.22 -0.4868
H 2.20 3.52 6.21 0.2326
H 3.56 3.60 4.12 0.2313
H -0.09 3.95 1.77 0.2454
H -1.45 3.86 3.85 0.2381
```

Summary:
SMILES: O=C1C=C(O)C(=O)c2ccccc21.O=C1C=CC(=O)C=C1.O=C1C=CC(=O)C=C1
Gap between HOMO and LUMO: 7.03 eV
Net charge: 0
Maximum force: 8.40 eV/Å
Energy relative to the best compared isomer or geometry (same formula, charge and spin): 1174.5 kJ/mol
HOMO level: -9.00 eV

What is the formula in the fifth record? C22H14O7